42
Properties=species:S:1:pos:R:3:mulliken_charge:R:1 method="wB97M-V/def2-TZVPD" relative_energy_kj_mol=104.1 multiplicity=1 homo_ha="-0.306 / -0.306" total_charge=0 e_lumo_ev="-2.54 / -2.52"
Co -1.022 0.814 -0.723 -0.64
S -0.680 3.266 -2.036 -0.36
S 1.899 2.562 -3.495 -0.22
F -1.808 -4.558 -0.288 -0.32
F 0.342 -2.384 3.238 -0.33
N -2.803 1.038 -0.517 -0.43
N -7.173 1.023 0.350 -0.45
N -4.171 1.220 3.593 -0.46
N 0.490 0.931 -2.042 -0.02
N 0.018 1.249 1.024 0.35
C 0.470 2.454 1.357 -0.25
C 1.253 2.681 2.473 -0.77
C -6.078 1.095 0.687 0.07
C -3.713 1.115 0.223 0.84
C 1.140 0.333 2.906 -0.92
C -4.744 1.148 1.109 -0.11
C -1.304 -3.425 0.230 0.41
C 0.333 0.174 1.777 0.43
C -0.811 -1.089 0.016 0.33
C -4.444 1.183 2.477 0.12
C 2.481 0.934 -3.249 0.65
C 0.515 2.179 -2.490 0.54
C 3.059 -1.662 -2.540 -0.87
C 1.576 0.208 -2.447 -0.20
C 3.953 -0.929 -3.319 -0.44
C 3.666 0.371 -3.688 -0.58
C 1.871 -1.112 -2.106 -0.03
C -1.353 -2.254 -0.508 -0.20
C -0.213 -1.097 1.297 0.22
C -0.197 -2.304 2.004 0.54
C -0.733 -3.468 1.489 -0.74
C 1.588 1.591 3.262 -0.35
H 4.883 -1.376 -3.633 0.38
H 1.579 3.680 2.715 0.42
H -1.804 -2.271 -1.490 0.51
H 2.200 1.717 4.142 0.44
H 1.425 -0.517 3.501 0.50
H 0.188 3.270 0.705 0.38
H -0.710 -4.386 2.054 0.51
H 4.352 0.942 -4.291 0.39
H 1.173 -1.668 -1.501 0.26
H 3.305 -2.676 -2.266 0.41

46
Properties=species:S:1:pos:R:3:mulliken_charge:R:1 method="wB97M-V/def2-TZVPD" relative_energy_kj_mol=0.0 multiplicity=1 homo_ha=-0.061 total_charge=-2 e_lumo_ev=3.69
Pd 0.083 1.458 1.177 -0.02
S -0.425 1.903 3.921 1.27
F 5.071 2.410 2.992 -0.35
F 0.686 4.517 0.579 -0.35
F 3.026 0.802 2.385 -0.44
F 4.957 5.065 2.411 -0.36
F 2.745 6.089 1.199 -0.36
O -0.927 2.598 2.608 -0.76
O 0.769 2.611 4.391 -0.69
O -1.524 1.941 4.894 -0.73
O -0.126 0.524 3.483 -0.65
N -2.531 -6.496 -4.863 -0.59
N 0.967 0.453 -0.366 0.18
N -1.687 0.433 0.793 0.01
C -0.807 -4.514 -2.541 -0.86
C 3.911 4.262 2.116 0.59
C 2.786 4.773 1.504 0.27
C 0.385 -0.552 -1.130 0.03
C -1.919 -4.457 -3.375 0.60
C 1.733 2.579 1.495 -0.81
C -3.680 -0.527 1.273 -1.13
C -2.259 -5.594 -4.204 0.01
C -0.903 -1.089 -0.931 0.73
C -2.373 -2.224 -2.624 -0.33
C 3.963 2.914 2.406 0.20
C -1.860 -0.664 -0.041 0.17
C 2.144 0.713 -0.914 -0.43
C 1.270 -0.890 -2.194 -0.45
C -2.703 -3.309 -3.420 -0.83
C -2.734 0.517 1.569 -0.44
C -1.261 -2.264 -1.788 -0.33
C 2.381 -0.089 -2.055 -1.28
C 1.730 3.927 1.200 1.15
C -0.481 -3.418 -1.759 -0.20
C -3.132 -1.275 0.275 -0.38
C 2.884 2.108 2.090 0.68
H -2.969 -1.322 -2.658 0.54
H -0.206 -5.412 -2.505 0.42
H -2.774 1.287 2.329 0.59
H 1.082 -1.612 -2.972 0.48
H -3.545 -2.165 -0.172 0.47
H -4.620 -0.692 1.777 0.42
H 0.378 -3.451 -1.102 0.57
H -3.558 -3.267 -4.081 0.42
H 3.261 -0.063 -2.680 0.41
H 2.792 1.463 -0.491 0.57

48
Properties=species:S:1:pos:R:3:mulliken_charge:R:1 method="wB97M-V/def2-TZVPD" relative_energy_kj_mol=128.7 multiplicity=1 homo_ha=-0.615 total_charge=+3 e_lumo_ev=-13.54
Sn -1.579 -1.398 -1.622 1.16
F 4.003 0.872 -0.478 -0.26
F 0.608 -2.975 5.244 -0.20
F 1.494 5.284 -2.369 -0.26
F 1.474 0.731 -0.994 -0.19
F 2.760 -3.559 1.108 -0.21
F 0.641 -2.547 -0.150 -0.26
F 4.054 5.416 -1.855 -0.24
F -1.486 -1.925 4.041 -0.18
N -1.519 5.040 -2.336 -0.35
N -3.800 -1.772 -0.621 0.06
N 6.864 1.284 0.161 -0.34
N 7.045 5.256 -1.391 -0.27
N -1.440 0.842 -1.759 -0.56
N -1.546 -1.805 1.154 0.29
C -4.835 -1.272 -1.564 -1.05
C -2.822 -1.419 1.719 -0.83
C 3.420 1.956 -0.941 0.16
C -0.028 2.975 -1.899 0.37
C 0.642 -2.658 1.145 0.54
C -0.496 -2.330 3.329 0.95
C 4.189 3.163 -1.147 0.04
C 3.434 4.289 -1.654 0.32
C -0.835 4.127 -2.180 -0.31
C 5.528 3.230 -0.894 1.36
C -0.561 -2.214 1.857 -0.32
C 6.334 4.376 -1.169 -0.22
C 6.265 2.140 -0.322 -0.16
C 2.109 1.900 -1.213 0.30
C -3.941 -1.134 0.697 -1.07
C 0.596 -2.870 3.944 -0.05
C 2.111 4.219 -1.905 0.03
C -3.790 -3.250 -0.559 -0.99
C 1.354 3.021 -1.687 0.45
C 1.710 -3.180 1.783 0.00
C -0.765 1.786 -1.791 0.48
C 1.693 -3.311 3.193 -0.12
H -2.694 -0.518 2.334 0.56
H -4.784 -0.188 -1.638 0.38
H -4.689 -3.633 -0.068 0.39
H -4.022 -0.059 0.544 0.43
H -3.761 -3.663 -1.564 0.40
H -4.883 -1.451 1.155 0.36
H -4.681 -1.704 -2.551 0.40
H -3.164 -2.163 2.443 0.68
H -2.925 -3.611 -0.003 0.37
H -5.836 -1.551 -1.229 0.41
H 2.551 -3.749 3.702 0.56

56
Properties=species:S:1:pos:R:3:lowdin_spin:R:1 method="wB97M-V/def2-TZVPD" relative_energy_kj_mol=27.0 multiplicity=2 homo_ha="-0.118 / -0.132" total_charge=-2 e_lumo_ev="3.91 / 2.06"
Pb 0.057 0.518 -0.028 0.18
Cl -0.107 6.731 -0.257 0.00
Cl -0.173 5.136 -2.680 0.00
Cl 2.137 5.054 -0.946 0.00
S -1.692 -1.584 0.615 0.24
O 3.616 0.208 -2.579 0.01
O 4.865 -5.049 0.838 0.00
O 1.672 0.845 -1.689 0.15
O 0.397 3.009 0.022 0.06
O 5.983 -3.824 -0.707 0.00
O -2.315 1.195 0.981 0.13
O -1.561 4.151 -0.081 0.00
N 0.781 1.743 4.476 0.00
N -3.256 1.972 -3.130 0.00
N -1.701 1.110 -1.921 0.04
N -0.338 -1.275 -2.405 0.00
N -2.410 0.520 2.083 0.02
N 1.818 -1.209 0.110 0.04
N -0.767 2.617 6.178 0.00
N 0.607 0.640 2.310 0.05
N -2.889 0.863 -3.807 0.00
N -0.681 -2.669 -4.783 0.00
C 0.356 -2.374 -2.664 0.00
C -1.943 0.372 -3.036 0.00
C 2.855 -3.149 0.997 0.00
C 0.184 -3.069 -3.853 0.00
C 5.048 -4.081 0.071 0.00
C 0.651 1.185 3.346 0.01
C 1.834 -2.219 0.985 0.00
C -2.160 -0.832 2.085 0.01
C -0.357 3.965 -0.236 0.01
C -2.579 -0.843 4.469 -0.01
C -2.675 1.188 3.232 -0.01
C -2.770 0.539 4.431 0.01
C -2.541 2.114 -2.006 0.00
C 3.902 -3.024 0.090 0.00
C 2.734 0.121 -1.741 0.01
C -1.197 -0.861 -3.331 0.00
C 2.823 -1.057 -0.751 0.00
C -1.367 -1.562 -4.520 0.00
C -0.067 2.198 5.348 0.00
C 0.381 5.180 -0.976 0.00
C 3.887 -1.951 -0.792 0.00
C -2.272 -1.509 3.307 0.02
H -3.961 2.579 -3.506 0.00
H 1.061 -2.702 -1.908 0.00
H -2.643 -1.379 5.407 0.00
H -2.067 -1.216 -5.270 0.00
H 4.689 -1.806 -1.499 0.00
H 0.989 -2.283 1.660 0.00
H -2.627 2.922 -1.287 0.00
H -2.086 -2.574 3.296 0.00
H 0.755 -3.964 -4.066 0.00
H -2.784 2.254 3.106 0.00
H -2.946 1.116 5.328 0.00
H 2.850 -3.982 1.685 0.00